{"formula": "C33H75BN3O15S3", "method": "ωB97M-V with the def2-TZVPD basis set", "elements": ["C", "C", "C", "C", "C", "C", "C", "O", "C", "C", "B", "O", "O", "N", "N", "C", "C", "C", "C", "O", "C", "C", "C", "C", "C", "N", "C", "C", "C", "C", "O", "C", "C", "O", "H", "H", "H", "H", "H", "H", "H", "H", "H", "H", "H", "H", "H", "H", "H", "H", "H", "H", "H", "H", "H", "H", "H", "H", "H", "H", "H", "H", "H", "H", "H", "H", "H", "H", "H", "H", "H", "H", "H", "H", "H", "H", "H", "H", "H", "H", "H", "H", "H", "H", "H", "O", "S", "O", "O", "C", "C", "C", "H", "H", "H", "H", "H", "H", "H", "H", "O", "S", "O", "O", "C", "C", "C", "H", "H", "H", "H", "H", "H", "H", "H", "O", "S", "O", "O", "C", "C", "C", "H", "H", "H", "H", "H", "H", "H", "H"], "positions_angstrom": [[-4.601999, 5.078618, 6.071780], [-4.633380, 4.772518, 4.559232], [-4.424581, 3.296156, 4.213478], [-3.747276, 3.136531, 2.846093], [-3.923891, 1.769109, 2.156191], [-2.844475, 0.644578, 2.346168], [-3.242346, 0.028992, 3.702181], [-2.305968, -0.874127, 4.252628], [-2.738578, -1.459802, 5.464549], [-3.092514, -0.240374, 1.088537], [-4.609255, -0.767534, 0.980440], [-5.492035, -0.215911, 0.089049], [-5.038363, -1.778511, 1.790318], [-2.101490, -1.348279, 0.787514], [-2.168285, -2.318286, 1.824924], [-2.374660, -1.883171, -0.609474], [-2.230240, -3.391612, -0.779360], [-3.504311, -4.180854, -0.444288], [-3.200801, -5.510882, 0.233942], [-3.140065, -5.269889, 1.628990], [-2.243798, -6.117084, 2.314880], [-0.710252, -0.722855, 0.796286], [0.413319, -1.659426, 0.366029], [1.080379, -2.543665, 1.442298], [2.498723, -2.101803, 1.818400], [3.365523, -3.163512, 2.346109], [-0.423462, -0.014933, 2.093181], [-1.382383, 1.171309, 2.370799], [-1.120938, 2.217145, 1.273361], [-0.960997, 1.707530, 3.750939], [0.183446, 2.547134, 3.547623], [0.627659, 3.220380, 4.649444], [1.036289, 2.370025, 5.806320], [0.706446, 4.426188, 4.616080], [-4.437616, 4.172616, 6.654919], [-5.541096, 5.504220, 6.416942], [-3.797549, 5.765803, 6.321689], [-5.594799, 5.102796, 4.170718], [-3.848259, 5.355826, 4.078905], [-5.383489, 2.777524, 4.195150], [-3.790132, 2.862797, 4.988883], [-4.229827, 3.863270, 2.187674], [-2.719893, 3.472080, 2.927654], [-4.032723, 1.963159, 1.091215], [-4.874924, 1.378883, 2.527613], [-3.350280, 0.865315, 4.398416], [-4.225889, -0.438731, 3.641171], [-2.660465, -2.544054, 5.389209], [-3.777648, -1.214034, 5.689386], [-2.126440, -1.108491, 6.296800], [-2.968868, 0.437955, 0.240584], [-5.082615, 0.146607, -0.699085], [-6.002078, -1.822526, 1.813341], [-2.990131, -2.903808, 1.741806], [-1.339919, -2.893622, 1.808099], [-3.390142, -1.618995, -0.903623], [-1.720860, -1.363144, -1.305166], [-1.373354, -3.762629, -0.221131], [-1.981725, -3.542829, -1.830587], [-4.074700, -4.379433, -1.349210], [-4.113536, -3.619986, 0.262788], [-2.229835, -5.885056, -0.111663], [-3.934523, -6.279145, -0.016185], [-2.462711, -7.172050, 2.136349], [-2.347507, -5.922725, 3.378991], [-1.207335, -5.927405, 2.015300], [-0.777819, 0.048998, 0.028503], [1.182716, -0.977520, 0.001675], [0.183864, -2.268929, -0.500540], [1.175440, -3.557083, 1.041674], [0.483951, -2.631556, 2.351922], [2.974299, -1.722470, 0.915454], [2.454990, -1.324573, 2.580154], [2.820777, -3.859807, 2.842155], [3.803286, -3.662131, 1.582079], [0.567727, 0.420128, 1.947836], [-0.364797, -0.677380, 2.950416], [-1.149753, 3.234097, 1.642074], [-0.162309, 2.075879, 0.795309], [-1.876487, 2.160497, 0.487370], [-1.748855, 2.270146, 4.248815], [-0.689447, 0.879344, 4.403543], [1.456908, 3.018989, 6.566784], [0.187424, 1.819579, 6.206011], [1.796880, 1.662448, 5.481726], [2.514559, 5.317162, -2.181326], [2.940287, 4.421069, -1.151742], [2.052809, 3.376337, -0.730852], [3.425073, 5.257657, 0.097358], [2.555031, 6.285516, 0.648824], [1.382230, 5.761808, 1.455162], [4.495746, 3.713028, -1.561698], [2.232459, 6.936971, -0.164141], [3.220938, 6.863055, 1.284838], [0.673800, 5.223382, 0.826427], [0.859365, 6.596640, 1.920556], [1.714995, 5.081558, 2.236312], [5.173107, 4.505082, -1.866280], [4.315896, 3.024999, -2.384894], [4.875748, 3.177295, -0.696246], [1.979632, -2.128462, -2.234607], [3.388698, -2.235701, -2.499639], [4.268515, -1.323319, -1.838690], [3.619213, -2.205094, -4.055121], [3.056205, -1.096328, -4.812994], [3.804568, 0.203103, -4.606461], [3.936269, -3.881666, -2.216521], [1.998401, -0.994151, -4.569247], [3.125612, -1.399110, -5.853305], [3.711469, 0.565007, -3.582878], [3.399339, 0.957876, -5.279850], [4.864335, 0.073146, -4.820961], [3.269298, -4.571843, -2.724818], [3.907826, -4.041011, -1.140910], [4.955179, -3.973815, -2.581394], [3.121799, -1.667205, -8.526074], [4.527523, -1.700893, -8.810386], [5.384916, -0.729520, -8.203594], [4.734532, -1.712256, -10.375035], [4.115873, -0.655880, -11.155784], [4.815667, 0.678651, -11.015291], [5.160913, -3.307755, -8.484683], [3.060686, -0.592958, -10.887790], [4.176478, -1.017403, -12.179025], [4.731064, 1.073405, -10.004562], [4.365034, 1.394610, -11.702131], [5.875349, 0.582893, -11.248979], [4.518439, -4.044648, -8.957374], [5.155090, -3.428717, -7.403582], [6.176667, -3.365064, -8.865169]], "forces_ev_per_angstrom": [[0.0, -0.2, -0.1], [0.0, 0.1, 0.5], [0.4, 0.2, -0.2], [-0.6, 0.2, 0.0], [0.6, 0.3, 0.3], [-0.4, 0.1, 0.5], [0.2, -0.1, 0.3], [0.0, 0.0, -0.2], [-0.1, 0.0, 0.1], [-0.2, -0.1, -0.2], [-0.1, 0.0, 0.0], [0.1, -0.5, 0.1], [0.0, 0.5, 0.2], [0.2, 0.1, 0.1], [0.0, 0.0, 0.3], [-0.1, -0.3, -0.5], [-0.1, 0.2, -0.1], [0.3, -0.4, 0.2], [0.3, 0.1, -0.1], [0.1, 0.1, 0.0], [0.0, -0.2, 0.1], [0.2, 0.0, -0.2], [0.4, 0.1, 0.5], [0.0, -0.4, -0.2], [0.1, -0.4, 0.1], [-0.3, -0.1, -0.2], [0.1, 0.4, 0.1], [0.6, -0.5, -0.2], [-0.7, 0.2, -0.2], [0.2, -0.1, 0.0], [-0.3, 0.1, -0.1], [-0.1, 1.2, -0.1], [0.2, 0.2, 0.2], [0.1, -1.1, 0.0], [0.0, -0.1, 0.0], [0.0, 0.1, 0.0], [0.0, 0.1, 0.0], [0.1, 0.1, -0.3], [0.0, 0.1, -0.2], [0.0, -0.2, 0.2], [-0.1, -0.2, 0.1], [0.0, 0.0, -0.1], [0.1, -0.1, -0.1], [-0.1, 0.0, -0.1], [-0.1, -0.1, -0.3], [-0.1, 0.1, 0.0], [0.0, -0.1, -0.2], [0.1, 0.0, 0.0], [-0.1, 0.0, 0.0], [0.1, 0.0, 0.0], [0.2, -0.1, -0.1], [-0.1, 0.5, 0.0], [-0.1, -0.3, -0.2], [-0.1, 0.0, 0.0], [0.0, -0.1, -0.2], [-0.1, 0.1, 0.2], [0.1, 0.1, 0.2], [0.0, 0.0, 0.1], [0.1, -0.1, 0.0], [-0.1, 0.2, 0.0], [-0.4, 0.0, -0.2], [0.0, -0.1, -0.1], [-0.2, 0.0, 0.2], [-0.1, -0.1, 0.0], [0.0, 0.1, 0.0], [0.0, 0.0, -0.1], [-0.2, -0.1, -0.1], [0.0, 0.0, -0.1], [-0.2, 0.1, -0.1], [-0.1, -0.1, 0.0], [0.0, 0.0, 0.1], [0.1, 0.3, 0.1], [0.0, 0.3, -0.2], [0.0, 0.1, 0.2], [0.1, 0.0, 0.0], [0.1, 0.0, 0.1], [-0.2, -0.2, 0.0], [0.1, 0.1, 0.1], [0.3, 0.1, 0.0], [0.0, 0.0, -0.1], [0.0, 0.2, -0.1], [-0.1, -0.1, 0.0], [-0.1, 0.0, 0.1], [0.0, 0.0, 0.1], [0.0, -0.1, 0.0], [-0.1, 0.0, -0.1], [0.1, 0.0, 0.1], [-0.1, -0.1, 0.0], [-0.1, -0.1, 0.2], [-0.1, 0.4, 0.1], [0.1, -0.3, -0.3], [0.0, 0.0, 0.0], [0.0, -0.1, -0.1], [0.1, -0.1, 0.0], [0.0, 0.0, -0.1], [0.1, 0.0, 0.0], [0.0, 0.0, 0.1], [0.0, 0.0, 0.0], [0.0, 0.0, 0.0], [0.0, 0.0, 0.0], [-0.1, -0.1, 0.1], [0.0, 0.0, -0.2], [0.0, 0.0, 0.1], [0.1, 0.0, 0.0], [-0.2, 0.5, -0.3], [0.1, -0.1, 0.2], [0.0, 0.0, 0.0], [0.0, -0.1, 0.1], [0.1, -0.2, 0.0], [-0.1, 0.0, 0.0], [0.0, 0.0, -0.1], [0.0, 0.0, -0.1], [0.0, 0.0, 0.0], [0.0, 0.0, 0.0], [0.0, 0.0, 0.0], [-0.1, 0.1, 0.1], [0.1, -0.2, -0.1], [-0.1, 0.1, 0.1], [0.1, 0.0, 0.0], [-0.2, 0.2, -0.2], [0.1, -0.1, 0.2], [0.0, 0.0, 0.0], [0.0, 0.0, 0.1], [0.1, -0.1, 0.0], [0.0, 0.0, 0.0], [0.0, 0.0, 0.0], [0.0, 0.0, -0.1], [0.0, 0.0, 0.0], [0.0, 0.0, 0.0], [0.0, 0.0, 0.0]], "mulliken_charge": [-1.18, -0.52, -0.40, -1.44, -1.28, 2.07, -2.64, -0.10, -0.99, -1.99, 1.37, -0.65, -0.81, 1.35, -0.16, -0.61, -0.34, -0.52, -0.89, -0.34, -0.78, -0.92, -1.24, -0.99, -0.88, -0.69, -2.16, 3.13, -2.46, -2.61, -0.01, 0.58, -1.09, -0.56, 0.36, 0.31, 0.29, 0.37, 0.35, 0.31, 0.22, 0.40, 0.28, 0.71, 0.41, 1.15, 0.81, 0.21, 0.42, 0.24, 0.80, 0.33, 0.31, -0.01, 0.16, 0.53, 0.25, 0.12, 0.66, 0.50, 0.10, 0.40, 0.48, 0.37, 0.23, 0.30, 0.69, 0.90, 0.59, 0.48, 0.75, 0.41, 0.11, 0.27, 0.29, 1.14, -0.17, 0.39, 0.70, 0.25, 1.03, 0.56, 0.39, 0.30, 0.29, -0.68, 1.10, -0.44, -0.25, -0.53, -0.74, -0.79, 0.36, 0.28, 0.21, 0.45, 0.18, 0.35, 0.18, 0.32, -0.55, 1.19, -0.65, -0.24, -0.13, -0.86, -0.89, 0.24, 0.06, 0.20, 0.44, 0.28, 0.32, 0.19, 0.38, -0.67, 1.26, -0.61, -0.26, -0.35, -0.98, -0.94, 0.33, 0.28, 0.30, 0.38, 0.27, 0.32, 0.33, 0.34], "multiplicity": 1, "charge": 1, "homo_energy_ha": -0.422, "lumo_ha": -0.073, "gap_ha": 0.34937, "e_tot_ev": -103796.656}